C24H36F2IrN3OS2 | ωB97M-V/def2-TZVPD

Cartesian coordinates (Å):
Ir1 0.081 -0.247 0.401
F1 -3.954 3.249 0.263
C1 -3.414 2.175 0.839
C2 -2.190 1.725 0.359
C3 -1.611 0.610 0.959
C4 -2.246 -0.027 2.041
C5 -3.474 0.475 2.465
F2 -4.099 -0.113 3.483
C6 -4.080 1.567 1.880
C7 -1.527 -1.157 2.609
C8 -1.893 -1.964 3.678
C9 -1.065 -3.001 4.062
C10 0.123 -3.229 3.383
C11 0.446 -2.400 2.336
N1 -0.363 -1.396 1.961
H1 -1.721 2.275 -0.444
H2 -5.033 1.932 2.236
H3 -2.820 -1.780 4.200
H4 -1.349 -3.632 4.894
H5 0.792 -4.031 3.659
H6 1.362 -2.524 1.771
C12 -0.312 -2.539 -3.804
C13 -1.700 -2.171 -3.309
S1 -1.749 -0.940 -2.004
O1 -0.724 -1.515 -0.994
C14 -0.825 0.471 -2.759
C15 0.490 0.802 -2.053
H7 -0.389 -3.439 -4.412
H8 0.357 -2.756 -2.973
H9 0.125 -1.763 -4.430
H10 -2.224 -3.027 -2.880
H11 -2.345 -1.752 -4.088
H12 -1.497 1.325 -2.740
H13 -0.637 0.223 -3.800
H14 0.341 1.251 -1.002
H15 0.980 1.642 -2.544
H16 1.184 -0.034 -2.026
C16 4.903 2.207 4.266
C17 4.616 3.641 4.713
C18 3.234 4.193 4.356
C19 2.942 4.358 2.864
N2 2.709 3.064 2.196
C20 1.571 2.455 1.903
S2 1.670 0.709 1.796
N3 0.409 3.056 1.731
C21 0.094 4.485 1.615
C22 -0.416 5.086 2.921
C23 -1.770 4.520 3.339
C24 -2.240 5.077 4.677
H17 5.742 1.794 4.823
H18 5.193 2.150 3.211
H19 4.044 1.552 4.434
H20 5.380 4.308 4.305
H21 4.718 3.696 5.797
H22 3.137 5.184 4.807
H23 2.447 3.572 4.799
H24 3.777 4.840 2.353
H25 2.070 4.986 2.726
H26 3.510 2.448 2.204
H27 -0.369 2.427 1.592
H28 -0.697 4.555 0.865
H29 0.961 5.007 1.207
H30 -0.500 6.168 2.785
H31 0.306 4.922 3.724
H32 -1.711 3.427 3.403
H33 -2.506 4.751 2.561
H34 -1.538 4.825 5.472
H35 -3.215 4.676 4.952
H36 -2.326 6.163 4.638

HOMO   -14.25 eV
Net charge   +2
LUMO energy   -6.229 eV
Calculated total energy   -2275.55826 hartree
Gap between HOMO and LUMO   8.02 eV
Max |F|   0.90 eV Å⁻¹



C18H25N5O3S | ωB97M-V/def2-TZVPD

Cartesian coordinates (Å):
C1 -3.027 -3.587 0.926
C2 -1.690 -3.813 0.228
C3 -0.528 -3.395 1.124
C4 -1.637 -3.073 -1.126
C5 -1.601 -1.591 -0.957
N1 -0.407 -1.016 -1.008
C6 -0.340 0.298 -0.836
S1 1.190 1.096 -0.909
C7 2.240 -0.370 -1.242
C8 3.694 0.032 -1.415
O1 4.260 -0.084 -2.486
N2 4.322 0.496 -0.322
C9 3.774 0.693 1.006
C10 4.997 1.025 1.860
C11 5.912 1.742 0.871
C12 5.705 0.939 -0.407
C13 -1.500 1.055 -0.593
C14 -1.452 2.480 -0.376
O2 -0.422 3.128 -0.368
N3 -2.690 3.068 -0.168
C15 -2.699 4.505 0.046
C16 -3.902 2.401 -0.142
O3 -4.949 2.973 0.050
N4 -3.866 1.032 -0.348
C17 -5.133 0.327 -0.313
C18 -2.707 0.350 -0.568
N5 -2.753 -0.968 -0.754
H1 -3.846 -3.958 0.315
H2 -3.046 -4.107 1.881
H3 -3.189 -2.527 1.104
H4 -1.590 -4.881 0.008
H5 -0.631 -2.355 1.425
H6 0.418 -3.507 0.599
H7 -0.502 -4.010 2.021
H8 -0.737 -3.374 -1.662
H9 -2.520 -3.339 -1.707
H10 1.889 -0.823 -2.167
H11 2.103 -1.069 -0.418
H12 3.256 -0.203 1.357
H13 3.064 1.527 1.005
H14 4.741 1.636 2.723
H15 5.472 0.107 2.208
H16 6.952 1.754 1.188
H17 5.575 2.769 0.728
H18 5.850 1.516 -1.322
H19 6.368 0.067 -0.447
H20 -2.216 4.738 0.996
H21 -2.141 4.987 -0.756
H22 -3.732 4.843 0.057
H23 -5.871 0.895 -0.876
H24 -4.978 -0.656 -0.748
H25 -5.479 0.229 0.717

HOMO   -9.02 eV
Net charge   0
SMILES   CC(C)Cc1nc(SCC(=O)N2CCCC2)c2c(=O)n(C)c(=O)n(C)c2n1
LUMO energy   0.089 eV
Calculated total energy   -1598.70117 hartree
Gap between HOMO and LUMO   9.11 eV
Max |F|   0.91 eV Å⁻¹



C5H13NO | ωB97M-V/def2-TZVPD

Cartesian coordinates (Å):
C1 -2.793 0.961 -0.646
N1 -1.931 -0.224 -0.680
C2 -1.350 -0.651 0.591
C3 0.126 -0.130 0.625
C4 0.367 0.495 -0.726
C5 -0.805 -0.024 -1.575
H1 -2.315 1.820 -0.139
H2 -3.085 1.170 -1.660
H3 -3.598 0.748 0.064
H4 -1.875 -0.213 1.439
H5 -1.392 -1.702 0.620
H6 0.273 0.543 1.473
H7 0.740 -0.972 0.922
H8 1.294 0.183 -1.217
H9 0.513 1.575 -0.698
H10 -0.463 -0.903 -2.098
H11 -1.055 0.628 -2.417
O1 6.095 -0.979 1.764
H12 5.415 -1.664 1.709
H13 5.839 -0.661 2.649

HOMO   -8.33 eV
Net charge   0
SMILES   CN1CCCC1.O
LUMO energy   0.708 eV
Calculated total energy   -328.26280 hartree
Gap between HOMO and LUMO   9.04 eV
Max |F|   2.05 eV Å⁻¹



C3H7O2S | ωB97M-V/def2-TZVPD

Cartesian coordinates (Å):
C1 -0.025 0.951 -0.664
C2 -0.352 1.997 -1.379
C3 -0.521 -0.595 1.749
O1 0.271 1.847 1.959
O2 -2.020 1.551 1.287
S1 -0.640 1.146 1.065
H1 1.658 -1.512 -0.429
H2 -1.038 2.976 -1.147
H3 1.272 -0.866 -0.592
H4 -0.072 2.030 -2.357
H5 -1.171 -1.326 1.304
H6 0.346 -1.088 1.461
H7 -0.880 -0.524 2.862

HOMO   -3.63 eV
Net charge   -1
LUMO energy   3.973 eV
Calculated total energy   -667.05667 hartree
Gap between HOMO and LUMO   7.61 eV
Max |F|   4.59 eV Å⁻¹



C21H17N3O3S | ωB97M-V/def2-TZVPD

Cartesian coordinates (Å):
C1 1.406 1.968 -3.238
O1 0.221 2.384 -2.552
C2 -0.535 1.413 -1.865
C3 -1.918 1.601 -1.942
C4 -2.914 0.953 -1.148
N1 -4.140 1.304 -1.424
S1 -5.424 0.190 -0.895
C5 -6.568 0.522 -2.250
O2 -5.916 0.680 0.360
O3 -5.179 -1.295 -0.787
C6 -2.387 -0.125 -0.292
C7 -1.068 -0.352 -0.106
C8 -0.030 0.516 -0.774
N2 1.261 0.634 -0.503
C9 1.779 -0.064 0.522
C10 1.450 0.116 1.864
C11 0.599 1.124 2.200
C12 0.354 1.456 3.551
C13 0.881 0.601 4.592
C14 1.652 -0.457 4.192
C15 1.945 -0.699 2.867
N3 2.782 -1.716 2.654
C16 3.232 -1.811 1.373
C17 4.068 -2.871 1.188
C18 4.679 -2.999 -0.093
C19 4.347 -2.171 -1.143
C20 3.419 -1.167 -0.952
C21 2.845 -0.969 0.296
H1 1.683 2.475 -4.200
H2 1.272 0.937 -3.670
H3 2.271 1.844 -2.500
H4 -2.336 2.399 -2.560
H5 -6.883 1.518 -2.196
H6 -7.527 -0.059 -2.073
H7 -6.192 0.192 -3.260
H8 -3.002 -0.688 0.395
H9 -0.707 -1.092 0.614
H10 0.049 1.738 1.593
H11 -0.220 2.385 3.738
H12 0.638 0.818 5.601
H13 2.204 -0.969 4.869
H14 4.326 -3.542 2.050
H15 5.446 -3.782 -0.197
H16 4.753 -2.396 -2.095
H17 3.384 -0.544 -1.803

HOMO   -7.69 eV
Net charge   0
SMILES   COC1=CC(=N/S(C)(=O)=O)/C=CC/1=N\c1c2ccccc2nc2ccccc12
LUMO energy   -2.150 eV
Calculated total energy   -1598.45363 hartree
Gap between HOMO and LUMO   5.54 eV
Max |F|   5.73 eV Å⁻¹



CH2N2P2 | ωB97M-V/def2-TZVPD

Cartesian coordinates (Å):
C1 0.636 -0.605 0.740
N1 0.940 -3.135 0.130
N2 -0.236 -2.277 -1.387
P1 1.358 -2.145 1.234
P2 -0.224 -0.917 -0.700
H1 0.622 0.322 1.279
H2 -0.763 0.218 -1.268

HOMO   -9.44 eV
Net charge   0
LUMO energy   -1.201 eV
Calculated total energy   -831.33651 hartree
Gap between HOMO and LUMO   8.24 eV
Max |F|   3.86 eV Å⁻¹



C44H46GeOP2SeSn | ωB97M-V/def2-TZVPD

Cartesian coordinates (Å):
Sn1 -0.314 -1.316 -0.305
C1 5.054 0.164 4.184
C2 4.113 -0.766 3.402
C3 4.457 -2.235 3.716
C4 4.277 -0.520 1.901
C5 5.531 -0.396 1.309
C6 5.689 -0.171 -0.053
C7 4.576 -0.069 -0.867
C8 3.306 -0.206 -0.315
P1 1.853 -0.202 -1.403
C9 1.767 1.404 -2.224
C10 0.916 1.552 -3.325
C11 0.830 2.771 -3.979
C12 1.584 3.852 -3.534
C13 2.413 3.716 -2.429
C14 2.506 2.496 -1.768
C15 2.265 -1.436 -2.673
C16 2.247 -2.782 -2.299
C17 2.665 -3.760 -3.188
C18 3.106 -3.401 -4.456
C19 3.127 -2.065 -4.833
C20 2.708 -1.080 -3.947
C21 3.186 -0.443 1.051
O1 1.896 -0.597 1.515
C22 1.651 -0.421 2.860
C23 0.330 -0.146 3.195
C24 -0.008 0.053 4.529
C25 0.971 -0.049 5.502
C26 2.283 -0.321 5.133
C27 2.663 -0.492 3.803
P2 -0.931 0.017 1.913
C28 -2.328 -1.000 2.418
C29 -3.588 -0.735 1.876
C30 -4.647 -1.595 2.124
C31 -4.449 -2.734 2.896
C32 -3.195 -3.007 3.427
C33 -2.131 -2.146 3.189
C34 -1.433 1.747 1.921
C35 -2.469 2.223 2.722
C36 -2.745 3.584 2.748
C37 -1.991 4.465 1.983
C38 -0.954 3.994 1.186
C39 -0.677 2.635 1.149
H1 6.096 -0.019 3.918
H2 4.975 -0.010 5.257
H3 4.825 1.213 3.984
H4 5.488 -2.455 3.428
H5 3.797 -2.917 3.173
H6 4.350 -2.431 4.786
H7 6.417 -0.482 1.927
H8 6.682 -0.081 -0.476
H9 4.690 0.105 -1.932
H10 0.344 0.709 -3.693
H11 0.183 2.877 -4.842
H12 1.531 4.800 -4.057
H13 2.996 4.560 -2.079
H14 3.154 2.400 -0.904
H15 1.938 -3.076 -1.307
H16 2.650 -4.801 -2.891
H17 3.441 -4.163 -5.148
H18 3.475 -1.786 -5.820
H19 2.732 -0.041 -4.251
H20 -1.034 0.280 4.803
H21 0.719 0.089 6.547
H22 3.036 -0.395 5.910
H23 -3.749 0.164 1.289
H24 -5.630 -1.374 1.722
H25 -5.276 -3.409 3.089
H26 -3.043 -3.893 4.033
H27 -1.160 -2.358 3.618
H28 -3.057 1.540 3.324
H29 -3.548 3.958 3.372
H30 -2.212 5.526 2.010
H31 -0.364 4.685 0.593
H32 0.130 2.261 0.529
C40 -4.388 -2.054 -4.444
Ge1 -4.899 -0.625 -3.241
C41 -4.793 1.118 -4.089
C42 -6.584 -0.928 -2.335
C43 -3.580 -0.707 -1.740
Se1 -1.847 0.091 -2.134
C44 -2.259 1.920 -1.627
H33 -5.021 -2.043 -5.332
H34 -4.501 -3.022 -3.952
H35 -3.350 -1.936 -4.763
H36 -5.345 1.085 -5.031
H37 -3.760 1.389 -4.320
H38 -5.244 1.890 -3.462
H39 -7.394 -1.056 -3.057
H40 -6.828 -0.080 -1.692
H41 -6.525 -1.834 -1.726
H42 -3.404 -1.761 -1.512
H43 -3.955 -0.225 -0.839
H44 -3.147 2.188 -2.190
H45 -1.422 2.552 -1.912
H46 -2.440 1.978 -0.560

HOMO   -13.46 eV
Net charge   +2
LUMO energy   -5.329 eV
Calculated total energy   -7154.42819 hartree
Gap between HOMO and LUMO   8.13 eV
Max |F|   0.26 eV Å⁻¹



C4H7NO2 | ωB97M-V/def2-TZVPD

Cartesian coordinates (Å):
O1 -2.426 0.557 0.159
C1 -1.297 -0.226 0.057
C2 -0.455 -0.265 -1.163
N1 0.747 -0.557 -0.725
C3 0.942 -0.519 0.648
C4 -0.277 -0.052 1.200
O2 -0.634 0.376 2.295
H1 -2.448 0.787 1.108
H2 -1.521 -1.315 0.173
H3 -0.717 -0.309 -2.210
H4 2.114 1.681 -0.814
H5 1.467 -0.867 -1.365
H6 2.569 1.241 -0.427
H7 1.938 -0.532 1.063

HOMO (alpha / beta)   -7.91 / -7.90 eV
Net charge   0
LUMO energy (alpha / beta)   0.149 / 0.148 eV
Calculated total energy   -361.74615 hartree
Gap between HOMO and LUMO (alpha / beta)   8.05 / 8.05 eV
Max |F|   0.35 eV Å⁻¹



CH7NOS2 | ωB97M-V/def2-TZVPD

Cartesian coordinates (Å):
N1 2.270 2.010 -0.254
C1 2.605 1.922 1.217
O1 3.561 0.862 1.292
H1 2.315 0.992 -0.560
H2 1.236 2.232 -0.323
H3 3.148 2.794 1.669
H4 1.581 1.836 1.611
H5 3.454 0.571 2.242
S1 -1.903 -0.409 0.052
S2 -2.278 -2.078 -1.145
H6 -1.595 0.577 -0.920
H7 -3.245 -1.712 -2.101

HOMO   -9.20 eV
Net charge   0
SMILES   NCO.SS
LUMO energy   0.010 eV
Calculated total energy   -968.60431 hartree
Gap between HOMO and LUMO   9.21 eV
Max |F|   2.95 eV Å⁻¹



C5H9N3 | ωB97M-V/def2-TZVPD

Cartesian coordinates (Å):
H1 3.061 0.250 -1.234
N1 2.508 0.307 -0.381
C1 1.323 0.607 -0.445
N2 0.147 1.217 -1.315
C2 -0.074 0.609 -0.045
C3 -0.523 1.362 1.186
C4 -0.473 -0.939 -0.093
C5 -1.099 -1.400 -1.169
N3 -0.245 -1.625 1.095
H2 -0.130 2.185 -1.394
H3 -0.405 0.754 2.075
H4 0.057 2.276 1.307
H5 -1.574 1.617 1.068
H6 -1.245 -0.749 -2.015
H7 -1.485 -2.408 -1.211
H8 -0.499 -2.603 1.057
H9 0.658 -1.460 1.515

HOMO   -8.28 eV
Net charge   0
SMILES   [H]/N=C1\N[C@@]1(C)C(=C)N
LUMO energy   0.994 eV
Calculated total energy   -360.07736 hartree
Gap between HOMO and LUMO   9.27 eV
Max |F|   4.04 eV Å⁻¹



C22H28F2N2O | ωB97M-V/def2-TZVPD

Cartesian coordinates (Å):
O1 3.936 -1.039 -4.260
C1 3.522 -0.882 -2.923
C2 2.059 -0.451 -2.813
C3 1.615 -0.242 -1.351
C4 1.248 -1.582 -0.705
N1 0.083 -2.130 -1.370
C5 -0.182 -3.523 -1.054
C6 -0.467 -3.787 0.406
C7 -1.745 -3.634 0.931
C8 -1.959 -3.804 2.286
F1 -3.209 -3.650 2.768
C9 -0.938 -4.130 3.160
C10 0.336 -4.295 2.650
C11 0.551 -4.120 1.294
F2 1.804 -4.302 0.822
C12 -1.046 -1.243 -1.179
C13 -0.721 0.118 -1.789
N2 0.481 0.651 -1.182
C14 0.733 2.040 -1.517
C15 -0.108 2.976 -0.644
C16 0.171 2.749 0.845
C17 -0.798 3.525 1.687
C18 -2.038 2.987 2.007
C19 -2.956 3.713 2.744
C20 -2.646 4.992 3.172
C21 -1.413 5.539 2.859
C22 -0.498 4.810 2.120
H1 3.363 -1.688 -4.683
H2 3.687 -1.813 -2.362
H3 4.177 -0.112 -2.507
H4 1.938 0.480 -3.369
H5 1.422 -1.213 -3.268
H6 2.449 0.193 -0.788
H7 2.079 -2.282 -0.808
H8 1.065 -1.412 0.370
H9 0.695 -4.099 -1.364
H10 -1.038 -3.840 -1.656
H11 -2.576 -3.391 0.288
H12 -1.144 -4.256 4.211
H13 1.164 -4.559 3.288
H14 -1.919 -1.666 -1.681
H15 -1.281 -1.103 -0.110
H16 -1.547 0.802 -1.586
H17 -0.623 0.015 -2.882
H18 0.526 2.256 -2.578
H19 1.790 2.247 -1.331
H20 0.117 4.010 -0.912
H21 -1.170 2.811 -0.836
H22 0.076 1.680 1.045
H23 1.195 3.051 1.070
H24 -2.283 1.987 1.676
H25 -3.916 3.279 2.987
H26 -3.361 5.560 3.749
H27 -1.164 6.537 3.191
H28 0.463 5.242 1.879

HOMO   -8.41 eV
Net charge   0
SMILES   OCC[C@@H]1CN(Cc2cc(F)ccc2F)CCN1CCCc1ccccc1
LUMO energy   0.690 eV
Calculated total energy   -1239.59050 hartree
Gap between HOMO and LUMO   9.10 eV
Max |F|   0.46 eV Å⁻¹



C4H9NO2S2 | ωB97M-V/def2-TZVPD

Cartesian coordinates (Å):
C1 2.047 -2.217 -0.208
S1 1.305 -0.674 -0.774
C2 1.715 0.332 0.656
N1 1.277 1.613 0.544
O1 2.320 -0.101 1.612
H1 1.580 -2.549 0.734
H2 1.882 -2.956 -0.995
H3 3.117 -2.086 -0.045
H4 1.469 2.243 1.306
H5 0.777 1.947 -0.262
C3 -1.606 1.384 -0.689
O2 -2.877 0.891 -0.260
C4 -2.916 -0.381 0.112
S2 -4.253 -1.128 0.629
H6 -1.256 0.832 -1.567
H7 -0.872 1.313 0.120
H8 -1.761 2.431 -0.951
H9 -1.948 -0.894 0.038

HOMO   -8.81 eV
Net charge   0
SMILES   CSC(N)=O.COC=S
LUMO energy   0.378 eV
Calculated total energy   -1159.40376 hartree
Gap between HOMO and LUMO   9.19 eV
Max |F|   0.58 eV Å⁻¹



- Which formula does entry 2 have?
  C18H25N5O3S



- Which of these has the lowest calculated total energy?
  C44H46GeOP2SeSn



Please write out number 1 again, unchanged.
C24H36F2IrN3OS2 | ωB97M-V/def2-TZVPD

Cartesian coordinates (Å):
Ir1 0.081 -0.247 0.401
F1 -3.954 3.249 0.263
C1 -3.414 2.175 0.839
C2 -2.190 1.725 0.359
C3 -1.611 0.610 0.959
C4 -2.246 -0.027 2.041
C5 -3.474 0.475 2.465
F2 -4.099 -0.113 3.483
C6 -4.080 1.567 1.880
C7 -1.527 -1.157 2.609
C8 -1.893 -1.964 3.678
C9 -1.065 -3.001 4.062
C10 0.123 -3.229 3.383
C11 0.446 -2.400 2.336
N1 -0.363 -1.396 1.961
H1 -1.721 2.275 -0.444
H2 -5.033 1.932 2.236
H3 -2.820 -1.780 4.200
H4 -1.349 -3.632 4.894
H5 0.792 -4.031 3.659
H6 1.362 -2.524 1.771
C12 -0.312 -2.539 -3.804
C13 -1.700 -2.171 -3.309
S1 -1.749 -0.940 -2.004
O1 -0.724 -1.515 -0.994
C14 -0.825 0.471 -2.759
C15 0.490 0.802 -2.053
H7 -0.389 -3.439 -4.412
H8 0.357 -2.756 -2.973
H9 0.125 -1.763 -4.430
H10 -2.224 -3.027 -2.880
H11 -2.345 -1.752 -4.088
H12 -1.497 1.325 -2.740
H13 -0.637 0.223 -3.800
H14 0.341 1.251 -1.002
H15 0.980 1.642 -2.544
H16 1.184 -0.034 -2.026
C16 4.903 2.207 4.266
C17 4.616 3.641 4.713
C18 3.234 4.193 4.356
C19 2.942 4.358 2.864
N2 2.709 3.064 2.196
C20 1.571 2.455 1.903
S2 1.670 0.709 1.796
N3 0.409 3.056 1.731
C21 0.094 4.485 1.615
C22 -0.416 5.086 2.921
C23 -1.770 4.520 3.339
C24 -2.240 5.077 4.677
H17 5.742 1.794 4.823
H18 5.193 2.150 3.211
H19 4.044 1.552 4.434
H20 5.380 4.308 4.305
H21 4.718 3.696 5.797
H22 3.137 5.184 4.807
H23 2.447 3.572 4.799
H24 3.777 4.840 2.353
H25 2.070 4.986 2.726
H26 3.510 2.448 2.204
H27 -0.369 2.427 1.592
H28 -0.697 4.555 0.865
H29 0.961 5.007 1.207
H30 -0.500 6.168 2.785
H31 0.306 4.922 3.724
H32 -1.711 3.427 3.403
H33 -2.506 4.751 2.561
H34 -1.538 4.825 5.472
H35 -3.215 4.676 4.952
H36 -2.326 6.163 4.638

HOMO   -14.25 eV
Net charge   +2
LUMO energy   -6.229 eV
Calculated total energy   -2275.55826 hartree
Gap between HOMO and LUMO   8.02 eV
Max |F|   0.90 eV Å⁻¹



- Number 5 is which compound?
  C21H17N3O3S